No. 1
Density functional theory data (ωB97M-V/def2-TZVPD) for a cluster of 2 separate species, CH4NS in total in a non-equilibrium geometry.

```
! RIJCOSX wB97M-V def2-TZVPD def2/J DEFGRID3
* xyz -1 1
S 1.557 -0.727 0.297
H 2.403 -1.169 -0.679
C -2.004 0.358 -0.492
N -1.438 1.355 0.027
H -3.055 0.219 -0.695
H -1.375 -0.606 -0.588
H -0.420 1.324 -0.152
*
```

Output
orbital gap: 6.9570 eV
energy above the lowest of the compared OMol25 structures with the same formula, charge and spin: 40.7 kJ/mol
LUMO level: 4.29 eV
highest occupied orbital energy: -2.7 eV
DFT total energy: -13427.1231 eV

=====

No. 2
Density functional theory data (ωB97M-V/def2-TZVPD) for a cluster of 2 separate species, CH4NS in total.

```
! RIJCOSX wB97M-V def2-TZVPD def2/J DEFGRID3
* xyz -1 1
S -1.635 1.090 -0.178
H -2.867 0.577 -0.054
C 1.343 -1.099 -0.266
N 2.277 -1.253 0.585
H 1.110 -1.885 -0.978
H 0.699 -0.216 -0.271
H 2.229 -0.459 1.223
*
```

Output
orbital gap: 7.2014 eV
energy above the lowest of the compared OMol25 structures with the same formula, charge and spin: 13.8 kJ/mol
LUMO level: 4.53 eV
highest occupied orbital energy: -2.7 eV
DFT total energy: -13427.4026 eV

=====

No. 3
Density functional theory data (ωB97M-V/def2-TZVPD) for a cluster of 2 separate species, CH4O2 in total in a non-equilibrium geometry.

```
! RIJCOSX wB97M-V def2-TZVPD def2/J DEFGRID3
* xyz 0 1
C 0.646 -1.191 -0.332
O 1.045 -0.264 0.282
H 1.190 -2.024 -0.572
H -0.324 -1.040 -0.910
O -0.598 1.813 0.342
H -0.629 1.393 1.203
H -1.330 1.313 -0.013
*
```

Output
orbital gap: 10.8410 eV
energy above the lowest of the compared OMol25 structures with the same formula, charge and spin: 66.6 kJ/mol
LUMO level: 0.83 eV
structure (SMILES): C=O.O
highest occupied orbital energy: -10.0 eV
DFT total energy: -5195.3337 eV

=====

No. 4
Density functional theory data (ωB97M-V/def2-TZVPD) for a cluster of 2 separate species, CH4O2PS in total in a non-equilibrium geometry.

```
! RIJCOSX wB97M-V def2-TZVPD def2/J DEFGRID3
* xyz -1 1
C 2.010 -0.553 -0.159
O -1.376 1.636 1.448
O -1.824 -0.657 0.674
P -1.223 0.803 0.196
S -2.061 1.137 -1.624
H 2.609 -0.906 0.708
H 2.137 -0.904 -1.092
H 1.959 0.578 -0.118
H -2.231 -1.133 -0.032
*
```

Output
orbital gap (spin up / spin down): 6.0611 / 7.8285 eV
energy above the lowest of the compared OMol25 structures with the same formula, charge and spin: 383.6 kJ/mol
LUMO level (spin up / spin down): 3.18 / 3.50 eV
highest occupied orbital energy (spin up / spin down): -2.9 / -4.3 eV
DFT total energy: -25321.3120 eV

=====

No. 5
Density functional theory data (ωB97M-V/def2-TZVPD) for a cluster of 2 separate species, CH4O2S in total in a non-equilibrium geometry.

```
! RIJCOSX wB97M-V def2-TZVPD def2/J DEFGRID3
* xyz 0 1
O -0.012 -1.645 2.190
C 0.017 -2.383 1.209
O 0.849 -2.195 0.256
H -0.562 -3.289 0.861
H 0.681 -2.746 -0.518
S 0.246 3.961 -1.363
H -0.900 3.186 -1.366
H -0.319 5.110 -1.269
*
```

Output
orbital gap: 10.1136 eV
energy above the lowest of the compared OMol25 structures with the same formula, charge and spin: 75.7 kJ/mol
LUMO level: 0.39 eV
structure (SMILES): O=CO.S
highest occupied orbital energy: -9.7 eV
DFT total energy: -16031.2905 eV

=====

No. 6
Density functional theory data (ωB97M-V/def2-TZVPD) for a cluster of 2 separate species, CH4O2S in total in a non-equilibrium geometry.

```
! RIJCOSX wB97M-V def2-TZVPD def2/J DEFGRID3
* xyz 0 1
O -1.447 0.515 -0.049
C -1.338 0.449 -1.275
O -0.129 0.388 -1.895
H -2.275 0.555 -1.864
H 0.517 -0.126 -1.327
S 1.284 -0.515 1.379
H 0.137 -1.040 1.804
H 1.721 -1.062 2.516
*
```

Output
orbital gap: 10.5491 eV
energy above the lowest of the compared OMol25 structures with the same formula, charge and spin: 45.3 kJ/mol
LUMO level: 0.70 eV
structure (SMILES): O=CO.S
highest occupied orbital energy: -9.8 eV
DFT total energy: -16031.6057 eV

=====

No. 7
Density functional theory data (ωB97M-V/def2-TZVPD) for a cluster of 2 separate species, CH4O2S in total in a non-equilibrium geometry.

```
! RIJCOSX wB97M-V def2-TZVPD def2/J DEFGRID3
* xyz 0 1
O 0.885 -1.340 -0.456
C 1.214 -0.144 -0.372
O 2.095 0.197 0.622
H 0.929 0.769 -1.077
H 1.662 -0.090 1.541
S -2.747 -0.006 0.068
H -2.540 0.855 -0.945
H -1.499 -0.241 0.618
*
```

Output
orbital gap: 10.2228 eV
energy above the lowest of the compared OMol25 structures with the same formula, charge and spin: 111.0 kJ/mol
LUMO level: 0.39 eV
structure (SMILES): O=CO.S
highest occupied orbital energy: -9.8 eV
DFT total energy: -16030.9248 eV

=====

No. 8
Density functional theory data (ωB97M-V/def2-TZVPD) for a cluster of 2 separate species, CH4O2S in total in a non-equilibrium geometry.

```
! RIJCOSX wB97M-V def2-TZVPD def2/J DEFGRID3
* xyz 0 1
C 0.899 0.064 -0.426
O -1.241 1.375 0.354
O -1.512 -0.855 -0.476
S -0.699 0.059 0.259
H 0.480 0.461 -1.344
H 1.370 0.769 0.245
H 1.268 -0.942 -0.438
H -0.563 -0.931 1.827
*
```

Output
orbital gap: 10.1770 eV
energy above the lowest of the compared OMol25 structures with the same formula, charge and spin: 288.2 kJ/mol
LUMO level: -0.42 eV
highest occupied orbital energy: -10.6 eV
DFT total energy: -16029.0878 eV

=====

No. 9
Density functional theory data (ωB97M-V/def2-TZVPD) for the molecule CH4O2S2 in a non-equilibrium geometry.

```
! RIJCOSX wB97M-V def2-TZVPD def2/J DEFGRID3
* xyz 0 1
C -1.220 -0.408 -0.716
O -0.178 0.630 -0.227
S 1.107 0.378 0.710
O 0.831 -0.581 1.724
S 1.916 2.089 0.939
H -1.559 0.022 -1.635
H -1.965 -0.495 0.112
H -0.761 -1.301 -0.800
H 1.829 -0.333 -0.106
*
```

Output
orbital gap: 10.2168 eV
energy above the lowest of the compared OMol25 structures with the same formula, charge and spin: 206.9 kJ/mol
LUMO level: 0.50 eV
structure (SMILES): CO[S@H](=O)=S
highest occupied orbital energy: -9.7 eV
DFT total energy: -26865.0013 eV

=====

No. 10
Density functional theory data (ωB97M-V/def2-TZVPD) for the molecule CH4O2S2 in a non-equilibrium geometry.

```
! RIJCOSX wB97M-V def2-TZVPD def2/J DEFGRID3
* xyz 0 1
C -0.020 -1.230 0.879
S 0.044 -0.991 -0.960
S -0.098 1.117 -0.930
O 0.145 1.569 -2.299
O -1.071 1.775 -0.151
H 0.926 -1.729 1.269
H -0.879 -1.801 1.243
H -0.253 -0.204 1.222
H 1.206 1.493 -0.274
*
```

Output
orbital gap: 10.2235 eV
energy above the lowest of the compared OMol25 structures with the same formula, charge and spin: 160.6 kJ/mol
LUMO level: -0.17 eV
structure (SMILES): CS[SH](=O)=O
highest occupied orbital energy: -10.4 eV
DFT total energy: -26865.4816 eV

=====

No. 11
Density functional theory data (ωB97M-V/def2-TZVPD) for a cluster of 3 separate species, CH4O2S2 in total in a non-equilibrium geometry.

```
! RIJCOSX wB97M-V def2-TZVPD def2/J DEFGRID3
* xyz 0 1
C 2.012 -0.924 -0.831
O -1.320 -1.584 -0.213
O 1.605 -1.047 0.314
S -0.997 1.188 -0.424
S -0.742 -0.474 0.481
H -2.566 2.365 1.383
H 1.378 -0.622 -1.665
H 2.956 -1.337 -1.128
H -2.325 2.434 2.082
*
```

Output
orbital gap: 8.6070 eV
energy above the lowest of the compared OMol25 structures with the same formula, charge and spin: 253.7 kJ/mol
LUMO level: -1.02 eV
highest occupied orbital energy: -9.6 eV
DFT total energy: -26864.5171 eV

=====

No. 12
Density functional theory data (ωB97M-V/def2-TZVPD) for a cluster of 2 separate species, CH4O3 in total.

```
! RIJCOSX wB97M-V def2-TZVPD def2/J DEFGRID3
* xyz 0 1
O 1.731 -0.934 -0.695
C 0.729 -0.913 -1.354
O -0.185 0.049 -1.322
H 0.534 -1.729 -2.056
H -0.137 0.527 -0.481
O -0.820 0.941 1.568
H -0.884 0.301 2.299
H -0.967 1.759 2.041
*
```

Output
orbital gap: 10.9722 eV
energy above the lowest of the compared OMol25 structures with the same formula, charge and spin: 23.0 kJ/mol
LUMO level: 0.47 eV
structure (SMILES): O=CO.O
highest occupied orbital energy: -10.5 eV
DFT total energy: -7244.4125 eV

=====

No. 13
Density functional theory data (ωB97M-V/def2-TZVPD) for the ion CH4O3PS with charge -1 in a non-equilibrium geometry.

```
! RIJCOSX wB97M-V def2-TZVPD def2/J DEFGRID3
* xyz -1 1
C 1.411 0.278 -0.251
O -0.316 -1.791 -0.542
O 0.465 -1.176 1.860
O -2.855 1.813 0.210
P 0.163 -0.817 0.430
S -1.783 0.820 -0.298
H 2.349 -0.197 -0.706
H 1.073 0.709 -1.265
H 1.638 0.812 0.636
H -2.145 -0.452 -0.073
*
```

Output
orbital gap (spin up / spin down): 7.4270 / 7.4280 eV
energy above the lowest of the compared OMol25 structures with the same formula, charge and spin: 191.4 kJ/mol
LUMO level (spin up / spin down): 3.82 / 3.82 eV
highest occupied orbital energy (spin up / spin down): -3.6 / -3.6 eV
DFT total energy: -27369.8155 eV

=====

No. 14
Density functional theory data (ωB97M-V/def2-TZVPD) for a structure of composition CH4O4 in a non-equilibrium geometry.

```
! RIJCOSX wB97M-V def2-TZVPD def2/J DEFGRID3
* xyz 0 1
C -0.107 0.259 0.148
O -0.086 -1.352 -0.710
O 0.962 0.079 0.898
O -0.041 1.333 -0.611
O -1.205 -0.064 0.808
H 0.757 -1.402 -1.105
H 1.804 0.494 0.570
H -0.903 1.692 -0.854
H -1.180 -1.039 0.855
*
```

Output
orbital gap: 10.2851 eV
energy above the lowest of the compared OMol25 structures with the same formula, charge and spin: 166.4 kJ/mol
LUMO level: 0.41 eV
highest occupied orbital energy: -9.9 eV
DFT total energy: -9290.5626 eV

=====

No. 15
Density functional theory data (ωB97M-V/def2-TZVPD) for a cluster of 3 separate species, CH4O5 in total in a non-equilibrium geometry.

```
! RIJCOSX wB97M-V def2-TZVPD def2/J DEFGRID3
* xyz 0 1
O -0.706 -1.005 0.842
C 0.382 -1.191 0.347
O 0.797 -2.341 -0.143
H 1.002 -0.352 -0.020
H 0.144 -3.042 0.031
O 0.427 1.210 -1.214
O 0.830 2.189 -0.412
O -1.158 1.499 -0.172
H -0.627 2.290 0.271
H -1.091 0.743 0.470
*
```

Output
orbital gap (spin up / spin down): 8.6415 / 8.6268 eV
energy above the lowest of the compared OMol25 structures with the same formula, charge and spin: 352.1 kJ/mol
LUMO level (spin up / spin down): -1.54 / -1.65 eV
structure (SMILES): O=CO.O=O.O
highest occupied orbital energy (spin up / spin down): -10.2 / -10.3 eV
DFT total energy: -11332.5765 eV

=====

No. 16
Density functional theory data (ωB97M-V/def2-TZVPD) for a cluster of 2 separate species, CH4OP2 in total in a non-equilibrium geometry.

```
! RIJCOSX wB97M-V def2-TZVPD def2/J DEFGRID3
* xyz 0 1
C -0.171 0.414 -0.062
O 0.839 -0.918 -3.346
P 1.228 -1.204 -1.930
P -0.524 -1.906 -0.867
H -1.055 0.821 0.446
H 0.051 0.956 -0.986
H 0.732 0.314 0.346
H 0.308 -2.205 0.329
*
```

Output
orbital gap: 7.8421 eV
energy above the lowest of the compared OMol25 structures with the same formula, charge and spin: 156.0 kJ/mol
LUMO level: -0.97 eV
highest occupied orbital energy: -8.8 eV
DFT total energy: -21724.3915 eV

=====

No. 17
Density functional theory data (ωB97M-V/def2-TZVPD) for a cluster of 2 separate species, CH4OS2 in total in a non-equilibrium geometry.

```
! RIJCOSX wB97M-V def2-TZVPD def2/J DEFGRID3
* xyz 0 3
C 0.860 -0.807 -0.834
O 1.555 0.215 -0.383
S -1.535 0.654 0.979
S 0.305 -0.975 -2.342
H 0.706 -1.559 -0.063
H 1.670 0.896 -1.068
H -1.982 -0.144 1.940
H -1.579 1.720 1.773
*
```

Output
orbital gap (spin up / spin down): 6.7944 / 6.9333 eV
expectation value of S²: 2.005
energy above the lowest of the compared OMol25 structures with the same formula, charge and spin: 159.5 kJ/mol
LUMO level (spin up / spin down): 0.78 / -2.69 eV
highest occupied orbital energy (spin up / spin down): -6.0 / -9.6 eV
DFT total energy: -24816.0186 eV

=====

No. 18
Density functional theory data (ωB97M-V/def2-TZVPD) for the molecule CH4P2S in a non-equilibrium geometry.

```
! RIJCOSX wB97M-V def2-TZVPD def2/J DEFGRID3
* xyz 0 1
P -1.324 -0.319 -1.648
P -0.270 -0.368 0.110
C 1.141 0.762 0.461
S 0.935 2.227 1.130
H -1.020 1.156 -1.717
H -0.958 -0.244 1.485
H 0.360 -1.569 0.089
H 2.151 0.304 0.262
*
```

Output
orbital gap: 6.3496 eV
energy above the lowest of the compared OMol25 structures with the same formula, charge and spin: 292.2 kJ/mol
LUMO level: -1.42 eV
structure (SMILES): P=[PH2]C=S
highest occupied orbital energy: -7.8 eV
DFT total energy: -30511.5875 eV

=====

No. 19
Density functional theory data (ωB97M-V/def2-TZVPD) for the ion CH5BN2O3P with charge -1 in a non-equilibrium geometry.

```
! RIJCOSX wB97M-V def2-TZVPD def2/J DEFGRID3
* xyz -1 1
N 1.428 0.131 -1.127
B -0.025 0.003 -0.706
C -1.149 -0.981 -1.443
O -0.940 -1.448 -2.689
O -2.413 -1.299 -0.711
P -0.605 1.019 0.820
N -0.630 -0.204 2.165
O 0.609 2.179 1.316
H 2.000 -0.328 -0.358
H 1.531 -0.539 -1.937
H 0.408 -0.354 2.349
H -0.909 -1.106 1.675
H 0.695 2.928 0.645
*
```

Output
orbital gap: 7.3674 eV
LUMO level: 3.11 eV
structure (SMILES): NB(C(=O)[O-])P(N)O
highest occupied orbital energy: -4.3 eV
DFT total energy: -20206.3741 eV

=====

No. 20
Density functional theory data (ωB97M-V/def2-TZVPD) for the molecule CH5BO in a non-equilibrium geometry.

```
! RIJCOSX wB97M-V def2-TZVPD def2/J DEFGRID3
* xyz 0 3
B 1.511 0.106 -0.006
C -1.019 0.388 -0.025
O 0.329 0.687 0.018
H 1.713 -1.123 0.206
H 2.547 0.733 -0.204
H -1.505 1.217 0.296
H -1.168 -0.554 0.678
H -1.461 0.097 -0.940
*
```

Output
orbital gap (spin up / spin down): 5.7616 / 8.1299 eV
expectation value of S²: 2.005
energy above the lowest of the compared OMol25 structures with the same formula, charge and spin: 28.9 kJ/mol
LUMO level (spin up / spin down): 0.80 / -3.74 eV
highest occupied orbital energy (spin up / spin down): -5.0 / -11.9 eV
DFT total energy: -3836.0558 eV